# 1
Molecular formula: C44H91Cl2N7O13S
Method: DFT, wB97M-V/def2-TZVPD

Last column: Löwdin charge in e.
Geometry (Å):
C (1.807, -0.772, 4.249)  0.01
C (0.779, -0.717, 3.433)  -0.19
C (0.487, 0.478, 2.583)  -0.15
C (0.554, 0.326, 1.030)  -0.29
C (1.071, 1.700, 0.568)  -0.16
C (1.686, 1.859, -0.818)  -0.65
C (0.819, 1.751, -2.033)  -0.10
Cl (2.345, 3.541, -0.837)  0.68
C (1.503, -0.742, 0.485)  -0.20
C (2.899, -0.834, 1.164)  -0.16
O (3.377, 0.295, 1.830)  -0.10
C (4.387, 1.101, 1.242)  -0.14
C (4.932, 0.709, -0.104)  -0.23
O (5.408, 1.856, -0.739)  -0.13
C (6.277, 1.580, -1.797)  -0.28
C (5.599, 1.007, -3.008)  -0.06
C (0.945, -2.157, 0.454)  -0.27
C (1.917, -3.139, -0.131)  -0.18
C (1.424, -4.552, -0.388)  -0.17
C (1.376, -4.926, -1.836)  -0.27
O (2.591, -4.647, -2.502)  -0.05
S (-0.411, -2.016, -0.795)  0.63
O (0.227, -2.008, -2.048)  -0.24
O (-1.378, -3.038, -0.699)  -0.27
O (-1.007, -0.515, -0.679)  -0.21
C (-0.923, 0.087, 0.594)  -0.60
Cl (-1.806, -1.110, 1.722)  0.80
C (-1.834, 1.303, 0.713)  -0.18
C (-2.194, 2.044, -0.581)  -0.14
C (-1.899, 3.547, -0.511)  -0.42
C (-2.618, 4.269, 0.600)  -0.06
C (-2.450, 4.134, -1.805)  -0.07
H (2.042, 0.009, 4.941)  0.07
H (2.435, -1.636, 4.207)  0.06
H (0.134, -1.568, 3.398)  0.07
H (-0.483, 0.849, 2.859)  0.10
H (1.158, 1.230, 2.926)  0.11
H (0.330, 2.467, 0.686)  0.10
H (1.853, 1.999, 1.221)  0.08
H (2.535, 1.231, -0.964)  0.07
H (1.409, 2.060, -2.874)  0.07
H (0.027, 2.457, -1.980)  0.04
H (0.483, 0.754, -2.244)  0.08
H (1.697, -0.622, -0.564)  0.12
H (2.800, -1.599, 1.903)  0.11
H (3.577, -1.270, 0.462)  0.11
H (4.038, 2.117, 1.162)  0.10
H (5.215, 1.162, 1.922)  0.12
H (5.776, 0.044, 0.040)  0.13
H (4.253, 0.157, -0.729)  0.10
H (6.767, 2.472, -2.125)  0.11
H (7.074, 0.891, -1.533)  0.12
H (6.317, 0.834, -3.785)  0.08
H (5.141, 0.060, -2.804)  0.06
H (4.861, 1.686, -3.400)  0.08
H (0.523, -2.469, 1.387)  0.11
H (2.694, -3.240, 0.598)  0.12
H (2.395, -2.749, -1.006)  0.11
H (0.497, -4.766, 0.099)  0.09
H (2.132, -5.219, 0.060)  0.12
H (1.257, -5.992, -1.865)  0.11
H (0.522, -4.512, -2.345)  0.10
H (2.497, -3.808, -2.972)  0.09
H (-1.413, 1.972, 1.423)  0.10
H (-2.752, 1.036, 1.150)  0.04
H (-3.257, 2.001, -0.711)  0.11
H (-1.768, 1.607, -1.460)  0.09
H (-0.839, 3.747, -0.533)  0.10
H (-3.664, 4.345, 0.398)  0.07
H (-2.446, 3.875, 1.580)  0.06
H (-2.245, 5.280, 0.602)  0.07
H (-1.940, 3.747, -2.670)  0.08
H (-3.499, 3.912, -1.845)  0.07
H (-2.384, 5.207, -1.778)  0.06
C (-4.728, -2.909, 0.255)  -0.07
N (-5.454, -4.010, 0.877)  0.01
C (-6.503, -4.720, 0.382)  -0.56
C (-7.033, -4.335, -0.988)  -0.01
O (-7.001, -5.627, 1.027)  0.02
H (-3.675, -3.166, 0.162)  0.05
H (-4.813, -2.017, 0.880)  0.07
H (-5.127, -2.691, -0.729)  0.08
H (-5.168, -4.307, 1.797)  0.14
H (-7.865, -4.988, -1.229)  0.08
H (-7.388, -3.303, -0.984)  0.08
H (-6.267, -4.447, -1.754)  0.07
C (-7.658, 2.143, 1.359)  -0.07
N (-6.208, 2.229, 1.305)  0.02
C (-5.327, 2.229, 2.337)  -0.52
C (-5.887, 2.129, 3.735)  0.00
O (-4.126, 2.308, 2.122)  0.02
H (-7.996, 1.263, 0.810)  0.08
H (-8.097, 3.028, 0.896)  0.08
H (-8.006, 2.073, 2.383)  0.07
H (-5.769, 2.298, 0.400)  0.14
H (-5.062, 2.141, 4.439)  0.08
H (-6.542, 2.973, 3.949)  0.09
H (-6.440, 1.198, 3.861)  0.09
C (-3.284, -6.791, -1.847)  -0.07
N (-2.150, -6.493, -1.003)  0.02
C (-1.346, -7.366, -0.353)  -0.54
C (-1.629, -8.842, -0.498)  -0.01
O (-0.421, -6.943, 0.324)  0.02
H (-3.115, -6.390, -2.849)  0.09
H (-4.175, -6.323, -1.431)  0.07
H (-3.449, -7.859, -1.919)  0.07
H (-1.901, -5.524, -0.861)  0.12
H (-0.903, -9.400, 0.077)  0.05
H (-2.623, -9.081, -0.121)  0.09
H (-1.553, -9.147, -1.543)  0.09
C (0.540, -11.339, 4.094)  -0.08
N (-0.232, -11.088, 2.891)  0.01
C (-0.741, -11.991, 2.012)  -0.54
C (-0.489, -13.455, 2.292)  -0.01
O (-1.373, -11.617, 1.038)  0.03
H (0.019, -10.929, 4.960)  0.08
H (1.514, -10.853, 4.016)  0.08
H (0.690, -12.402, 4.245)  0.07
H (-0.433, -10.130, 2.647)  0.14
H (-0.954, -14.041, 1.507)  0.08
H (0.581, -13.667, 2.300)  0.08
H (-0.924, -13.743, 3.249)  0.08
C (10.195, 1.508, 1.631)  -0.08
N (10.169, 1.892, 0.231)  0.01
C (9.584, 2.983, -0.334)  -0.56
C (8.856, 3.940, 0.581)  -0.01
O (9.652, 3.163, -1.538)  0.03
H (11.227, 1.447, 1.980)  0.08
H (9.731, 0.528, 1.755)  0.08
H (9.661, 2.228, 2.241)  0.07
H (10.635, 1.297, -0.435)  0.14
H (8.450, 4.747, -0.019)  0.08
H (8.035, 3.435, 1.090)  0.08
H (9.539, 4.362, 1.319)  0.08
C (2.481, 7.552, -1.631)  -0.07
N (1.168, 7.229, -1.096)  0.02
C (0.208, 8.064, -0.646)  -0.55
C (0.490, 9.546, -0.686)  -0.01
O (-0.854, 7.613, -0.224)  0.00
H (2.553, 7.164, -2.647)  0.09
H (3.243, 7.074, -1.014)  0.08
H (2.649, 8.623, -1.643)  0.07
H (0.907, 6.257, -1.040)  0.11
H (-0.373, 10.074, -0.295)  0.08
H (1.357, 9.789, -0.072)  0.08
H (0.664, 9.873, -1.712)  0.09
C (-4.381, 8.207, -1.902)  -0.07
N (-3.098, 8.504, -2.509)  0.02
C (-2.844, 9.031, -3.730)  -0.55
C (-4.030, 9.366, -4.608)  -0.01
O (-1.694, 9.225, -4.099)  0.02
H (-4.487, 8.769, -0.973)  0.08
H (-4.437, 7.143, -1.665)  0.07
H (-5.198, 8.464, -2.567)  0.07
H (-2.268, 8.299, -1.966)  0.10
H (-3.663, 9.775, -5.543)  0.08
H (-4.614, 8.471, -4.822)  0.08
H (-4.667, 10.109, -4.126)  0.08

Summary:
HOMO ... -8.5 eV
Charge ... 0
SMILES ... C=CC[C@@]1(C[C@@H](C)Cl)[C@@H](COCCOCC)[C@H](CCCO)S(=O)(=O)O[C@]1(Cl)CCC(C)C.CNC(C)=O.CNC(C)=O.CNC(C)=O.CNC(C)=O.CNC(C)=O.CNC(C)=O.CNC(C)=O
Largest force on an atom ... 2.713 eV/Å
Electronic energy ... -4411.06293 hartree

***

# 2
Molecular formula: C44H92N2O5P
Method: DFT, wB97M-V/def2-TZVPD

Last column: Löwdin spin population.
Geometry (Å):
C (8.438, 1.486, 0.519)  0.00
C (9.909, 1.111, 0.245)  0.00
C (10.777, 0.950, 1.506)  0.00
C (10.946, -0.495, 2.004)  0.00
C (9.685, -1.377, 1.943)  0.00
C (9.885, -2.710, 1.210)  0.00
C (8.984, -3.826, 1.737)  0.00
C (7.516, -3.631, 1.364)  0.00
C (7.210, -3.910, -0.106)  0.00
C (5.715, -3.853, -0.411)  0.00
C (5.336, -4.492, -1.748)  0.00
C (3.958, -4.029, -2.269)  0.00
C (4.047, -3.258, -3.589)  0.00
C (4.519, -1.796, -3.437)  0.00
C (3.606, -0.716, -4.041)  0.00
C (2.135, -0.706, -3.618)  0.00
C (1.824, 0.020, -2.296)  0.00
O (2.461, 1.322, -2.388)  0.00
C (3.323, 1.745, -1.361)  0.00
C (3.897, 3.105, -1.752)  0.00
C (5.378, 3.266, -1.405)  0.00
C (2.139, -0.825, -1.026)  0.00
O (1.125, -0.647, -0.108)  0.00
P (-0.421, -0.663, -1.002)  0.00
C (-0.962, 0.941, -0.146)  0.00
C (-2.463, 1.086, 0.120)  0.00
C (-3.114, -0.023, 0.971)  0.00
C (-4.060, 0.512, 2.065)  0.00
C (-5.320, -0.329, 2.248)  0.00
O (0.474, 0.267, -2.233)  0.00
H (7.748, 0.686, 0.247)  0.00
H (8.272, 1.706, 1.576)  0.00
H (8.133, 2.364, -0.051)  0.00
H (9.941, 0.179, -0.326)  0.00
H (10.346, 1.905, -0.360)  0.00
H (10.399, 1.589, 2.308)  0.00
H (11.776, 1.333, 1.279)  0.00
H (11.277, -0.449, 3.045)  0.00
H (11.768, -0.966, 1.459)  0.00
H (9.370, -1.617, 2.963)  0.00
H (8.860, -0.826, 1.494)  0.00
H (10.929, -3.018, 1.322)  0.00
H (9.706, -2.573, 0.139)  0.00
H (9.327, -4.796, 1.364)  0.00
H (9.077, -3.855, 2.827)  0.00
H (7.220, -2.599, 1.581)  0.00
H (6.872, -4.269, 1.977)  0.00
H (7.692, -3.148, -0.726)  0.00
H (7.616, -4.890, -0.384)  0.00
H (5.411, -2.801, -0.440)  0.00
H (5.135, -4.300, 0.403)  0.00
H (6.104, -4.225, -2.482)  0.00
H (5.351, -5.579, -1.635)  0.00
H (3.526, -3.377, -1.509)  0.00
H (3.271, -4.872, -2.362)  0.00
H (4.784, -3.778, -4.211)  0.00
H (3.103, -3.311, -4.135)  0.00
H (4.711, -1.559, -2.384)  0.00
H (5.485, -1.699, -3.942)  0.00
H (3.661, -0.806, -5.132)  0.00
H (4.029, 0.260, -3.793)  0.00
H (1.554, -0.171, -4.372)  0.00
H (1.711, -1.711, -3.551)  0.00
H (4.151, 1.041, -1.206)  0.00
H (2.783, 1.816, -0.407)  0.00
H (3.338, 3.899, -1.253)  0.00
H (3.745, 3.245, -2.824)  0.00
H (5.515, 3.528, -0.353)  0.00
H (5.844, 4.059, -1.991)  0.00
H (5.930, 2.339, -1.576)  0.00
H (2.169, -1.869, -1.374)  0.00
H (3.122, -0.645, -0.582)  0.00
H (-1.034, -1.487, 0.011)  0.00
H (-1.610, -0.654, -1.828)  0.00
H (0.026, -1.888, -1.673)  0.00
H (-0.636, 1.757, -0.794)  0.00
H (-0.423, 1.056, 0.799)  0.00
H (-3.017, 1.205, -0.817)  0.00
H (-2.606, 2.030, 0.666)  0.00
H (-2.340, -0.635, 1.431)  0.00
H (-3.708, -0.670, 0.321)  0.00
H (-4.322, 1.557, 1.875)  0.00
H (-3.518, 0.500, 3.017)  0.00
H (-5.076, -1.312, 2.655)  0.00
H (-5.864, -0.451, 1.309)  0.00
H (-6.002, 0.140, 2.962)  0.00
C (-3.207, 6.571, -4.576)  0.00
C (-3.440, 5.057, -4.483)  0.03
C (-4.070, 4.692, -3.136)  0.02
C (-3.097, 4.840, -1.969)  0.00
C (-1.824, 4.027, -2.203)  0.02
C (-1.144, 4.307, -3.550)  0.03
N (-2.169, 4.278, -4.652)  0.38
O (-2.386, 3.098, -5.098)  0.53
C (-0.406, 5.653, -3.514)  0.00
C (-0.095, 3.239, -3.828)  0.00
C (-4.382, 4.690, -5.624)  0.00
H (-4.171, 7.064, -4.708)  0.00
H (-2.754, 7.000, -3.688)  0.00
H (-2.580, 6.812, -5.435)  0.00
H (-4.417, 3.655, -3.180)  0.00
H (-4.954, 5.319, -2.985)  0.00
H (-2.859, 5.896, -1.804)  0.00
H (-3.576, 4.489, -1.052)  0.00
H (-1.107, 4.221, -1.403)  0.00
H (-2.072, 2.965, -2.146)  0.00
H (-0.054, 5.923, -4.511)  0.00
H (0.463, 5.549, -2.864)  0.00
H (-0.996, 6.476, -3.122)  0.00
H (-0.492, 2.231, -3.767)  0.00
H (0.695, 3.311, -3.082)  0.00
H (0.347, 3.380, -4.817)  0.00
H (-3.916, 4.889, -6.590)  0.00
H (-5.285, 5.298, -5.541)  0.00
H (-4.665, 3.642, -5.592)  0.00
C (-10.819, -1.401, 6.352)  0.00
C (-10.459, -1.554, 4.869)  0.03
C (-11.252, -2.699, 4.234)  0.02
C (-10.794, -4.077, 4.708)  0.00
C (-9.296, -4.264, 4.477)  0.02
C (-8.430, -3.144, 5.066)  0.03
N (-8.994, -1.810, 4.668)  0.38
O (-8.594, -1.445, 3.508)  0.53
C (-8.324, -3.281, 6.590)  0.00
C (-7.011, -3.242, 4.515)  0.00
C (-10.809, -0.232, 4.194)  0.00
H (-11.816, -0.965, 6.425)  0.00
H (-10.847, -2.339, 6.898)  0.00
H (-10.118, -0.731, 6.852)  0.00
H (-11.139, -2.642, 3.147)  0.00
H (-12.313, -2.549, 4.453)  0.00
H (-11.042, -4.224, 5.763)  0.00
H (-11.340, -4.847, 4.158)  0.00
H (-8.961, -5.213, 4.904)  0.00
H (-9.108, -4.319, 3.400)  0.00
H (-7.841, -2.402, 7.020)  0.00
H (-7.710, -4.151, 6.821)  0.00
H (-9.278, -3.427, 7.088)  0.00
H (-6.995, -3.249, 3.429)  0.00
H (-6.562, -4.169, 4.876)  0.00
H (-6.402, -2.404, 4.856)  0.00
H (-10.202, 0.580, 4.595)  0.00
H (-11.860, -0.009, 4.386)  0.00
H (-10.654, -0.273, 3.119)  0.00

Summary:
HOMO (alpha / beta) ... -4.1 / -4.1 eV
Charge ... -1
Largest force on an atom ... 0.978 eV/Å
Electronic energy ... -2558.63031 hartree
Spin multiplicity ... 3

***

# 3
Molecular formula: C44H93IN2O9S
Method: DFT, wB97M-V/def2-TZVPD

Last column: Löwdin charge in e.
Geometry (Å):
C (3.104, -3.108, 2.609)  0.14
C (1.950, -2.897, 2.344)  -0.09
C (0.543, -2.499, 2.365)  -0.23
C (0.261, -1.109, 2.040)  -0.10
C (-1.014, -0.601, 2.055)  -0.65
I (-1.386, 1.425, 1.602)  0.92
C (-2.070, -1.521, 2.412)  -0.41
N (-3.378, -1.175, 2.477)  -0.22
S (-4.115, -2.555, 2.872)  1.00
N (-2.899, -3.639, 3.004)  -0.20
C (-1.786, -2.921, 2.727)  -0.34
C (-0.434, -3.411, 2.700)  0.04
H (4.093, -3.250, 3.017)  0.04
H (1.108, -0.463, 1.798)  0.11
H (-0.187, -4.448, 2.931)  0.13
C (-6.354, -0.126, 4.507)  -0.09
C (-6.459, -1.124, 5.647)  -0.29
O (-6.693, -0.528, 6.911)  -0.16
C (-7.889, 0.219, 7.036)  -0.28
C (-9.150, -0.597, 6.806)  -0.08
H (-5.596, 0.629, 4.725)  0.09
H (-6.088, -0.634, 3.581)  0.03
H (-7.297, 0.399, 4.338)  0.07
H (-5.512, -1.658, 5.741)  0.11
H (-7.224, -1.879, 5.434)  0.11
H (-7.865, 1.093, 6.376)  0.11
H (-7.896, 0.602, 8.058)  0.12
H (-9.216, -0.958, 5.778)  0.07
H (-10.035, 0.009, 7.003)  0.08
H (-9.165, -1.470, 7.461)  0.08
C (8.925, -4.555, 1.693)  -0.08
C (8.272, -4.037, 2.961)  -0.28
O (6.925, -4.448, 3.116)  -0.17
C (6.701, -5.848, 3.196)  -0.28
C (7.397, -6.511, 4.373)  -0.08
H (8.331, -4.285, 0.817)  0.08
H (9.927, -4.138, 1.583)  0.08
H (9.015, -5.643, 1.700)  0.07
H (8.251, -2.947, 2.930)  0.12
H (8.859, -4.313, 3.843)  0.11
H (6.975, -6.333, 2.252)  0.10
H (5.623, -5.976, 3.309)  0.11
H (8.483, -6.458, 4.280)  0.07
H (7.118, -7.563, 4.433)  0.08
H (7.123, -6.017, 5.307)  0.08
C (-0.213, 3.462, -3.029)  -0.07
C (-1.414, 3.438, -2.099)  -0.29
O (-1.271, 4.273, -0.964)  -0.19
C (-1.099, 5.658, -1.227)  -0.27
C (-2.260, 6.288, -1.973)  -0.06
H (0.701, 3.223, -2.482)  0.08
H (-0.343, 2.736, -3.834)  0.08
H (-0.073, 4.444, -3.486)  0.06
H (-1.544, 2.426, -1.711)  0.09
H (-2.333, 3.685, -2.641)  0.11
H (-0.156, 5.832, -1.756)  0.10
H (-1.002, 6.141, -0.253)  0.12
H (-2.365, 5.873, -2.977)  0.07
H (-2.111, 7.364, -2.069)  0.07
H (-3.199, 6.105, -1.445)  0.07
C (6.558, -6.246, -2.231)  -0.07
C (7.619, -7.194, -1.701)  -0.28
O (7.299, -7.760, -0.440)  -0.17
C (6.122, -8.547, -0.387)  -0.29
C (6.156, -9.757, -1.306)  -0.08
H (6.338, -5.467, -1.498)  0.08
H (6.897, -5.777, -3.156)  0.07
H (5.621, -6.765, -2.444)  0.07
H (8.546, -6.637, -1.556)  0.12
H (7.840, -7.982, -2.428)  0.11
H (5.240, -7.929, -0.586)  0.11
H (6.034, -8.891, 0.645)  0.12
H (6.189, -9.465, -2.357)  0.07
H (5.266, -10.370, -1.159)  0.08
H (7.041, -10.364, -1.107)  0.08
C (-6.823, 3.703, 0.180)  -0.08
C (-5.987, 4.817, -0.425)  -0.28
O (-5.874, 4.744, -1.836)  -0.17
C (-7.083, 4.829, -2.566)  -0.28
C (-7.838, 6.132, -2.354)  -0.08
H (-6.442, 2.728, -0.131)  0.08
H (-6.801, 3.759, 1.269)  0.08
H (-7.866, 3.761, -0.137)  0.07
H (-4.970, 4.745, -0.035)  0.11
H (-6.367, 5.800, -0.123)  0.10
H (-7.724, 3.967, -2.347)  0.11
H (-6.803, 4.749, -3.617)  0.12
H (-8.187, 6.233, -1.325)  0.07
H (-8.710, 6.175, -3.008)  0.08
H (-7.192, 6.986, -2.567)  0.08
C (10.150, -6.586, -7.679)  -0.08
C (9.004, -6.593, -6.683)  -0.28
O (9.222, -5.766, -5.554)  -0.17
C (9.403, -4.385, -5.811)  -0.28
C (8.212, -3.725, -6.487)  -0.08
H (11.089, -6.843, -7.184)  0.08
H (9.964, -7.306, -8.476)  0.08
H (10.282, -5.606, -8.140)  0.07
H (8.879, -7.603, -6.292)  0.12
H (8.060, -6.328, -7.173)  0.11
H (10.319, -4.220, -6.388)  0.11
H (9.560, -3.918, -4.838)  0.12
H (8.045, -4.123, -7.490)  0.07
H (8.374, -2.651, -6.577)  0.08
H (7.301, -3.899, -5.911)  0.08
C (1.629, 9.429, -5.241)  -0.08
C (0.638, 8.968, -4.186)  -0.28
O (1.026, 7.782, -3.517)  -0.17
C (2.243, 7.834, -2.796)  -0.28
C (2.250, 8.867, -1.682)  -0.07
H (1.829, 8.628, -5.955)  0.08
H (1.234, 10.292, -5.780)  0.08
H (2.585, 9.720, -4.801)  0.07
H (-0.314, 8.741, -4.667)  0.12
H (0.440, 9.767, -3.462)  0.11
H (3.086, 7.989, -3.479)  0.11
H (2.375, 6.842, -2.361)  0.11
H (2.175, 9.883, -2.073)  0.07
H (3.176, 8.798, -1.108)  0.08
H (1.404, 8.709, -1.010)  0.08
C (-4.377, -6.679, 2.118)  -0.09
C (-5.375, -6.569, 3.257)  -0.28
O (-6.727, -6.551, 2.831)  -0.16
C (-7.176, -7.697, 2.133)  -0.28
C (-7.091, -8.982, 2.940)  -0.08
H (-4.541, -5.890, 1.383)  0.08
H (-3.359, -6.598, 2.500)  0.07
H (-4.469, -7.638, 1.604)  0.07
H (-5.204, -5.625, 3.776)  0.10
H (-5.220, -7.362, 3.997)  0.11
H (-6.643, -7.799, 1.181)  0.11
H (-8.221, -7.504, 1.884)  0.12
H (-6.057, -9.247, 3.169)  0.06
H (-7.532, -9.809, 2.384)  0.08
H (-7.618, -8.872, 3.889)  0.08
C (-4.860, 9.334, 0.497)  -0.08
C (-3.542, 8.905, 1.117)  -0.28
O (-2.402, 9.405, 0.436)  -0.17
C (-2.276, 10.814, 0.376)  -0.28
C (-2.176, 11.480, 1.738)  -0.08
H (-4.890, 9.068, -0.562)  0.08
H (-5.694, 8.850, 1.007)  0.07
H (-5.009, 10.414, 0.565)  0.07
H (-3.469, 7.818, 1.070)  0.11
H (-3.502, 9.176, 2.177)  0.11
H (-3.094, 11.246, -0.211)  0.11
H (-1.357, 11.007, -0.181)  0.12
H (-3.095, 11.360, 2.315)  0.07
H (-1.991, 12.549, 1.624)  0.08
H (-1.364, 11.040, 2.320)  0.08

Summary:
HOMO ... -8.7 eV
Charge ... 0
Largest force on an atom ... 1.964 eV/Å
Electronic energy ... -3214.59401 hartree